[1]
Here is an isolated molecule of C30H32N6 from the Open Molecules 2025 dataset. Energies are from ωB97M-V with the def2-TZVPD basis set.

Output
max |F|: 0.788 eV/A
highest occupied orbital energy: -7.563 eV
ΔE to the lowest compared entry with this formula, charge and spin: 0.0 kcal per mole
E_tot: -1490.96059 a.u.
E_LUMO: -0.00812 Ha
SMILES string: CC(C)(C)c1ccc(-c2nc3cccc(N4CCN(Cc5ccc6nccnc6c5)CC4)c3[nH]2)cc1
net charge: 0
HOMO-LUMO gap: 7.342 eV

Structure (XYZ):
```
68
Properties=species:S:1:pos:R:3:mulliken_charge:R:1
C 4.96 4.38 1.20 -1.56
C 5.38 3.56 -0.03 2.04
C 4.95 4.29 -1.32 -1.59
C 6.91 3.46 -0.03 -2.14
C 4.70 2.20 0.01 0.89
C 5.40 1.00 0.06 -0.17
C 4.75 -0.21 0.10 -1.30
C 3.36 -0.27 0.10 0.94
C 2.71 -1.57 0.14 0.10
N 3.35 -2.71 0.23 -0.74
C 2.39 -3.68 0.24 0.51
C 2.55 -5.06 0.29 -0.87
C 1.41 -5.83 0.26 -0.72
C 0.14 -5.25 0.19 -0.54
C -0.06 -3.87 0.13 -0.36
N -1.36 -3.37 0.11 0.27
C -2.26 -3.81 -0.93 -0.52
C -3.71 -3.69 -0.43 -1.21
N -4.05 -2.34 0.00 0.10
C -4.27 -1.40 -1.09 -0.65
C -4.87 -0.13 -0.56 0.28
C -6.00 -0.21 0.28 -0.42
C -6.59 0.92 0.79 -0.73
C -6.06 2.19 0.47 0.63
N -6.64 3.30 0.97 -0.66
C -6.10 4.45 0.65 -0.28
C -4.96 4.53 -0.17 -0.23
N -4.38 3.48 -0.67 -0.62
C -4.91 2.28 -0.36 0.31
C -4.33 1.10 -0.87 -0.43
C -3.08 -1.89 0.98 -1.54
C -1.62 -2.00 0.50 -0.79
C 1.11 -3.09 0.15 1.05
N 1.35 -1.74 0.09 -0.09
C 2.64 0.93 0.06 -1.28
C 3.31 2.13 0.02 -0.78
H 3.88 4.54 1.21 0.32
H 5.24 3.86 2.11 0.39
H 5.44 5.35 1.19 0.44
H 5.23 3.71 -2.19 0.38
H 5.44 5.26 -1.38 0.44
H 3.88 4.45 -1.34 0.32
H 7.26 2.91 -0.90 0.43
H 7.34 4.46 -0.07 0.43
H 7.27 2.97 0.87 0.43
H 6.48 1.00 0.06 0.44
H 5.30 -1.14 0.13 0.44
H 3.53 -5.50 0.34 0.46
H 1.48 -6.90 0.30 0.37
H -0.73 -5.89 0.20 0.52
H -2.05 -4.85 -1.18 0.62
H -2.13 -3.21 -1.85 0.13
H -4.40 -4.00 -1.22 0.45
H -3.84 -4.34 0.43 0.43
H -3.36 -1.17 -1.67 0.31
H -4.99 -1.87 -1.77 0.47
H -6.38 -1.19 0.51 0.45
H -7.46 0.87 1.43 0.44
H -6.57 5.33 1.05 0.40
H -4.52 5.49 -0.43 0.43
H -3.47 1.20 -1.51 0.41
H -3.30 -0.86 1.25 0.48
H -3.20 -2.52 1.86 0.41
H -0.96 -1.73 1.33 0.81
H -1.47 -1.29 -0.34 0.40
H 0.67 -1.01 0.00 0.08
H 1.56 0.93 0.06 0.27
H 2.72 3.04 -0.01 0.32
```

---

[2]
Here is a structure of composition C30H33AgN2O5S2 from the Open Molecules 2025 dataset. Energies are from ωB97M-V with the def2-TZVPD basis set.

Output
max |F|: 2.866 eV/A
highest occupied orbital energy: -0.908 eV
ΔE to the lowest compared entry with this formula, charge and spin: 28.5 kcal per mole
E_tot: -2592.07099 a.u.
E_LUMO: 0.13804 Ha
net charge: -2
HOMO-LUMO gap: 4.664 eV

Structure (XYZ):
```
73
Properties=species:S:1:pos:R:3:mulliken_charge:R:1
Ag 0.26 0.16 0.33 0.58
C 2.23 -2.01 -3.34 -1.60
C 1.14 -1.37 -2.52 0.46
N 1.10 -1.52 -1.24 0.36
N 1.97 -2.38 -0.65 -0.51
C 2.55 -2.03 0.43 0.08
S 2.66 -0.51 1.17 -0.44
S 3.26 -3.46 1.27 -0.20
C 1.66 -4.34 1.59 -0.70
C 1.38 -5.37 0.56 0.70
C 2.07 -6.59 0.57 -0.48
C 1.80 -7.55 -0.37 -0.48
C 0.84 -7.33 -1.35 -0.36
C 0.16 -6.12 -1.37 -0.78
C 0.43 -5.15 -0.43 -0.15
C 0.19 -0.49 -3.18 0.06
C -0.42 -0.92 -4.35 -0.51
C -1.26 -0.10 -5.09 -0.60
C -1.51 1.19 -4.63 -0.38
C -0.94 1.63 -3.46 -0.44
C -0.08 0.82 -2.66 0.84
O 0.47 1.30 -1.62 -1.13
H 3.21 -1.68 -2.98 0.34
H 2.13 -1.76 -4.39 0.48
H 2.19 -3.10 -3.22 0.33
H 0.89 -3.57 1.59 -0.19
H 1.77 -4.78 2.58 0.58
H 2.82 -6.76 1.33 0.36
H 2.35 -8.49 -0.36 0.34
H 0.63 -8.09 -2.09 0.36
H -0.59 -5.93 -2.12 0.39
H -0.08 -4.20 -0.46 0.36
H -0.26 -1.94 -4.67 0.38
H -1.73 -0.46 -6.00 0.33
H -2.16 1.85 -5.19 0.31
H -1.15 2.63 -3.09 0.32
C -3.54 1.71 2.21 -1.50
C -2.79 2.12 0.92 2.20
C -3.41 3.36 0.28 -1.84
O -1.45 2.44 1.24 -0.64
C -2.93 0.85 -0.01 0.18
O -4.01 0.73 -0.59 -0.82
O -1.99 0.03 0.01 -0.57
H -3.62 2.54 2.91 0.36
H -2.97 0.91 2.68 0.12
H -4.53 1.34 1.95 0.38
H -3.60 4.12 1.03 0.39
H -4.34 3.08 -0.20 0.36
H -2.73 3.75 -0.47 0.38
H -1.07 1.63 1.64 0.04
C 1.17 -0.89 8.94 -1.45
C 1.09 -0.58 7.47 0.76
C 1.81 0.48 6.93 -0.87
C 1.73 0.82 5.59 0.82
C 2.59 1.94 5.08 -1.74
C 0.87 0.10 4.73 0.92
C 0.54 0.64 3.44 -0.20
O -0.21 0.14 2.57 -0.48
C 0.21 -1.04 5.25 1.01
C -0.62 -1.90 4.36 -1.25
C 0.31 -1.34 6.60 -0.98
H 1.83 -0.19 9.45 0.34
H 1.55 -1.90 9.10 0.32
H 0.18 -0.83 9.40 0.32
H 2.46 1.06 7.59 0.23
H 3.31 2.24 5.83 0.37
H 1.99 2.81 4.82 0.36
H 3.14 1.61 4.19 0.35
H 0.91 1.66 3.26 0.12
H -1.44 -1.32 3.93 0.20
H -1.02 -2.76 4.90 0.38
H -0.03 -2.25 3.52 0.07
H -0.23 -2.19 7.00 0.34
```

---

[3]
Here is a cluster of 8 separate species, C30H33ClF3N2O6 in total from the Open Molecules 2025 dataset. Energies are from ωB97M-V with the def2-TZVPD basis set.

Output
max |F|: 4.357 eV/A
highest occupied orbital energy: -5.331 eV
ΔE to the lowest compared entry with this formula, charge and spin: 0.0 kcal per mole
E_tot: -2483.36065 a.u.
E_LUMO: 0.07637 Ha
net charge: -1
HOMO-LUMO gap: 7.409 eV

Structure (XYZ):
```
75
Properties=species:S:1:pos:R:3:mulliken_charge:R:1
Cl 1.32 -0.67 1.91 1.62
O 0.28 -1.65 1.88 -0.64
O 1.50 0.01 0.70 -0.65
O 1.04 0.33 2.89 -0.68
O 2.57 -1.18 2.30 -0.65
N 4.36 4.07 6.28 -0.50
C 4.00 4.79 5.21 -0.21
C 3.54 6.12 5.25 -0.34
C 3.45 6.76 6.50 -0.29
C 3.86 6.09 7.59 -0.26
C 4.25 4.73 7.44 -0.17
H 3.94 4.18 4.32 0.41
H 3.19 6.59 4.34 0.35
H 3.24 7.82 6.56 0.35
H 3.90 6.57 8.55 0.33
H 4.57 4.24 8.35 0.34
N 5.93 -2.35 -4.73 -0.53
C 4.87 -2.41 -3.87 -0.24
C 3.89 -3.42 -3.76 -0.39
C 4.02 -4.58 -4.56 -0.19
C 5.07 -4.62 -5.51 -0.33
C 5.96 -3.47 -5.61 -0.19
H 4.77 -1.59 -3.18 0.42
H 3.01 -3.45 -3.14 0.38
H 3.31 -5.40 -4.48 0.37
H 5.29 -5.48 -6.12 0.35
H 6.63 -3.44 -6.45 0.35
C 1.50 -1.43 8.00 -0.54
O 2.61 -2.07 7.43 -0.47
H 0.96 -2.11 8.66 0.24
H 1.80 -0.53 8.54 0.22
H 0.70 -1.17 7.31 0.27
H 2.29 -2.95 7.25 0.29
C 8.30 -5.33 1.32 -0.53
O 7.34 -4.82 2.23 -0.48
H 9.24 -4.82 1.54 0.21
H 8.49 -6.40 1.42 0.24
H 8.13 -5.00 0.30 0.26
H 6.47 -5.00 1.88 0.31
F -2.18 3.31 -8.39 -0.31
C -1.73 2.45 -7.50 0.47
C -1.21 1.23 -7.95 -0.39
C -0.80 0.28 -7.01 -0.26
C -0.97 0.46 -5.63 -0.63
C -1.44 1.69 -5.23 -0.35
C -1.83 2.68 -6.16 -0.39
H -1.11 1.21 -9.02 0.37
H -0.37 -0.68 -7.27 0.33
H -0.51 -0.28 -4.99 0.43
H -1.56 1.85 -4.17 0.37
H -2.24 3.59 -5.75 0.36
F -6.89 -5.14 0.83 -0.31
C -6.54 -4.30 -0.21 0.47
C -7.65 -3.81 -0.90 -0.37
C -7.41 -2.95 -1.99 -0.44
C -6.03 -2.67 -2.30 -0.38
C -4.96 -3.19 -1.57 -0.38
C -5.23 -4.05 -0.50 -0.44
H -8.64 -4.08 -0.56 0.40
H -8.08 -2.40 -2.63 0.34
H -5.78 -1.98 -3.10 0.36
H -3.92 -2.94 -1.76 0.39
H -4.44 -4.64 -0.06 0.38
F -8.01 3.14 1.83 -0.29
C -6.86 3.59 1.30 0.50
C -5.73 2.84 1.56 -0.36
C -4.48 3.22 0.98 -0.35
C -4.37 4.40 0.32 -0.52
C -5.53 5.04 -0.11 -0.42
C -6.81 4.75 0.53 -0.41
H -5.83 1.90 2.09 0.37
H -3.65 2.56 1.19 0.42
H -3.43 4.72 -0.10 0.36
H -5.62 6.01 -0.59 0.33
H -7.73 5.25 0.29 0.37
```

---

What did the first record say?
Here is an isolated molecule of C30H32N6 from the Open Molecules 2025 dataset. Energies are from ωB97M-V with the def2-TZVPD basis set.

Output
max |F|: 0.788 eV/A
highest occupied orbital energy: -7.563 eV
ΔE to the lowest compared entry with this formula, charge and spin: 0.0 kcal per mole
E_tot: -1490.96059 a.u.
E_LUMO: -0.00812 Ha
SMILES string: CC(C)(C)c1ccc(-c2nc3cccc(N4CCN(Cc5ccc6nccnc6c5)CC4)c3[nH]2)cc1
net charge: 0
HOMO-LUMO gap: 7.342 eV

Structure (XYZ):
```
68
Properties=species:S:1:pos:R:3:mulliken_charge:R:1
C 4.96 4.38 1.20 -1.56
C 5.38 3.56 -0.03 2.04
C 4.95 4.29 -1.32 -1.59
C 6.91 3.46 -0.03 -2.14
C 4.70 2.20 0.01 0.89
C 5.40 1.00 0.06 -0.17
C 4.75 -0.21 0.10 -1.30
C 3.36 -0.27 0.10 0.94
C 2.71 -1.57 0.14 0.10
N 3.35 -2.71 0.23 -0.74
C 2.39 -3.68 0.24 0.51
C 2.55 -5.06 0.29 -0.87
C 1.41 -5.83 0.26 -0.72
C 0.14 -5.25 0.19 -0.54
C -0.06 -3.87 0.13 -0.36
N -1.36 -3.37 0.11 0.27
C -2.26 -3.81 -0.93 -0.52
C -3.71 -3.69 -0.43 -1.21
N -4.05 -2.34 0.00 0.10
C -4.27 -1.40 -1.09 -0.65
C -4.87 -0.13 -0.56 0.28
C -6.00 -0.21 0.28 -0.42
C -6.59 0.92 0.79 -0.73
C -6.06 2.19 0.47 0.63
N -6.64 3.30 0.97 -0.66
C -6.10 4.45 0.65 -0.28
C -4.96 4.53 -0.17 -0.23
N -4.38 3.48 -0.67 -0.62
C -4.91 2.28 -0.36 0.31
C -4.33 1.10 -0.87 -0.43
C -3.08 -1.89 0.98 -1.54
C -1.62 -2.00 0.50 -0.79
C 1.11 -3.09 0.15 1.05
N 1.35 -1.74 0.09 -0.09
C 2.64 0.93 0.06 -1.28
C 3.31 2.13 0.02 -0.78
H 3.88 4.54 1.21 0.32
H 5.24 3.86 2.11 0.39
H 5.44 5.35 1.19 0.44
H 5.23 3.71 -2.19 0.38
H 5.44 5.26 -1.38 0.44
H 3.88 4.45 -1.34 0.32
H 7.26 2.91 -0.90 0.43
H 7.34 4.46 -0.07 0.43
H 7.27 2.97 0.87 0.43
H 6.48 1.00 0.06 0.44
H 5.30 -1.14 0.13 0.44
H 3.53 -5.50 0.34 0.46
H 1.48 -6.90 0.30 0.37
H -0.73 -5.89 0.20 0.52
H -2.05 -4.85 -1.18 0.62
H -2.13 -3.21 -1.85 0.13
H -4.40 -4.00 -1.22 0.45
H -3.84 -4.34 0.43 0.43
H -3.36 -1.17 -1.67 0.31
H -4.99 -1.87 -1.77 0.47
H -6.38 -1.19 0.51 0.45
H -7.46 0.87 1.43 0.44
H -6.57 5.33 1.05 0.40
H -4.52 5.49 -0.43 0.43
H -3.47 1.20 -1.51 0.41
H -3.30 -0.86 1.25 0.48
H -3.20 -2.52 1.86 0.41
H -0.96 -1.73 1.33 0.81
H -1.47 -1.29 -0.34 0.40
H 0.67 -1.01 0.00 0.08
H 1.56 0.93 0.06 0.27
H 2.72 3.04 -0.01 0.32
```